Density functional theory data (wB97M-V/def2-TZVPD) for the molecule C27H29N3O5S at a distorted geometry.

Computed properties:
Calculated total energy: -1984.71673 hartree
ΔE to the lowest compared entry with this formula, charge and spin: 172.0 kcal/mol
E_LUMO: 0.010 hartree
Net charge: 0
Structure (SMILES): COc1ccc(/C(=N/S(=O)(=O)c2ccc(C)cc2)[C@H]2N(C)C=CN2c2c(OC)cccc2OC)cc1

Cartesian coordinates (Å):
C 2.7968 6.8143 0.4784
O 3.7247 5.6810 0.4632
C 3.3299 4.4251 0.8185
C 4.3646 3.4329 0.6984
C 4.0890 2.0920 1.0363
C 2.7655 1.6626 1.2639
C 2.3535 0.1708 1.5836
N 1.4412 0.0861 2.5190
S 0.6598 -1.4631 3.2121
C -1.0133 -1.1482 3.8438
C -1.3025 -0.7144 5.1414
C -2.6230 -0.4092 5.5092
C -3.6807 -0.6021 4.5964
C -5.0933 -0.3047 5.0189
C -3.3917 -1.0775 3.2967
C -2.0677 -1.3720 2.9483
O 0.3201 -2.3881 2.1267
O 1.5057 -1.9700 4.2903
C 1.8231 2.6531 1.5537
C 2.0148 4.0108 1.2242
H 3.4352 7.6135 0.1272
H 1.9596 6.6958 -0.2113
H 2.4520 7.0559 1.4843
H 5.3839 3.7274 0.3968
H 4.9188 1.3739 1.1604
H 2.3872 -2.0379 1.2848
H -0.5034 -0.6278 5.8812
H -2.8612 -0.0158 6.4992
H -5.7963 -0.5090 4.2101
H -5.3650 -0.9075 5.8906
H -5.1826 0.7488 5.3072
H -4.1858 -1.2103 2.5583
H -1.8565 -1.8073 1.9616
H 0.9161 2.3985 2.0768
H 1.2259 4.7750 1.3098
C 2.3872 -4.6758 2.8758
O 3.0917 -3.5123 2.3948
C 4.2808 -3.0950 2.9001
C 4.9380 -2.0927 2.1339
N 4.3315 -1.5195 0.9849
C 2.8875 -1.1169 0.9750
N 2.7215 -0.8414 -0.4371
C 1.4472 -0.5109 -1.0023
C 3.8477 -0.9621 -1.1042
C 4.8565 -1.3059 -0.2500
C 6.3170 -1.8799 2.3345
O 6.9049 -1.0364 1.4497
C 8.2661 -0.6198 1.7498
C 6.9966 -2.4821 3.3816
C 6.2989 -3.3471 4.2307
C 4.9672 -3.6150 3.9986
H 1.5058 -4.7078 2.2485
H 2.9805 -5.5753 2.7335
H 2.0936 -4.5501 3.9178
H 0.6662 -0.7874 -0.2932
H 1.3016 0.5529 -1.2729
H 1.3843 -1.1299 -1.9002
H 3.8520 -1.0091 -2.1834
H 5.8345 -1.6369 -0.5247
H 8.5034 0.0778 0.9355
H 8.2956 -0.1092 2.7330
H 8.9614 -1.4832 1.7483
H 8.0339 -2.2705 3.5925
H 6.8070 -3.8205 5.0779
H 4.3892 -4.2446 4.6844

Cartesian forces, eV/Å:
0.9 -0.9 0.0
-1.1 0.4 0.2
-0.2 -1.4 -0.6
-0.8 0.0 0.8
0.2 0.1 -0.8
0.0 -1.1 1.4
-0.6 0.2 3.8
-1.0 -0.5 0.3
1.2 -1.4 -1.2
-0.3 0.9 0.0
0.0 0.3 0.2
0.1 -0.5 -0.8
0.5 -0.1 -0.4
0.1 0.2 0.0
0.6 0.1 0.9
-0.2 0.1 -0.5
0.7 0.9 0.5
-1.0 1.3 -0.9
-0.2 0.9 -0.9
1.8 0.4 0.0
-0.1 0.3 -0.1
0.0 -0.3 0.1
0.0 -0.2 0.0
-0.7 -0.1 0.4
-0.5 0.3 -0.6
-0.7 0.9 0.4
-0.2 0.1 -0.3
0.2 -0.2 -0.2
0.0 0.0 0.1
0.0 0.1 -0.1
-0.1 -0.1 0.0
0.2 -0.1 0.3
0.0 0.4 0.5
-0.3 -0.3 -0.4
0.4 -0.6 0.2
0.5 0.8 0.0
0.0 -0.3 0.3
1.0 0.5 -0.7
0.0 -0.6 -1.1
-1.4 0.7 3.1
1.3 -0.4 -1.5
-3.0 0.2 1.1
0.1 -0.2 -0.3
3.8 -0.9 -0.8
-0.2 0.1 -3.2
-0.4 0.2 0.5
1.3 0.5 0.3
-0.8 -0.2 -0.2
-0.2 -0.5 0.5
0.3 0.3 0.0
-1.3 -0.7 0.4
-0.1 -0.1 0.0
0.2 -0.1 0.1
0.0 0.0 0.0
-0.1 -0.1 -0.2
0.3 -0.3 0.1
-0.6 0.2 -0.1
0.2 0.4 0.1
0.2 0.1 0.0
0.1 -0.2 0.4
0.1 -0.2 -0.5
-0.4 0.5 -0.1
0.0 0.0 -0.2
-0.2 0.3 -0.3
0.4 0.0 -0.3

---

Density functional theory data (wB97M-V/def2-TZVPD) for C27H29N4PRh as an isolated structure.

Computed properties:
Calculated total energy: -1716.27621 hartree
ΔE to the lowest compared entry with this formula, charge and spin: 0.0 kcal/mol
E_LUMO: -0.396 hartree
Net charge: +3

Cartesian coordinates (Å):
Rh -0.5504 0.9291 -0.2226
N -1.9235 -0.2711 0.8828
C -2.7988 -1.1703 0.1307
C -3.8600 -1.8294 0.7114
C -4.5797 -2.7454 -0.0554
C -4.2313 -3.0107 -1.3751
C -3.1734 -2.3357 -1.9631
C -2.4675 -1.3989 -1.2054
P -1.2970 -0.2916 -1.9202
C -1.9008 1.3773 -2.0163
C -3.1135 1.7480 -1.3725
C -3.6462 3.0044 -1.5613
C -3.0226 3.8873 -2.4389
C -1.8488 3.5363 -3.1183
C -1.2824 2.3065 -2.9069
C -0.4243 -0.9434 -3.2919
C -0.6606 -0.4819 -4.5944
C -0.0177 -1.1021 -5.6515
C 0.8533 -2.1592 -5.4124
C 1.0823 -2.6198 -4.1183
C 0.4388 -2.0231 -3.0509
H -2.4550 0.2554 1.5760
H -1.2778 -0.8505 1.4198
H -4.1196 -1.6653 1.7504
H -5.4125 -3.2699 0.3943
H -4.7924 -3.7368 -1.9469
H -2.9090 -2.5190 -2.9972
H -3.6415 1.0272 -0.7609
H -4.5616 3.2895 -1.0615
H -3.4618 4.8627 -2.6097
H -1.3940 4.2351 -3.8071
H -0.3694 2.0339 -3.4193
H -1.3581 0.3237 -4.7847
H -0.2032 -0.7693 -6.6636
H 1.3503 -2.6392 -6.2452
H 1.7528 -3.4509 -3.9480
H 0.6000 -2.3944 -2.0448
C 4.1685 4.3605 -2.6861
C 3.0413 3.5488 -2.1374
C 2.0236 4.1220 -1.3741
C 1.0074 3.3367 -0.8747
N 0.9511 2.0138 -1.0932
C 1.9292 1.4396 -1.8152
C 2.9679 2.1686 -2.3481
H 3.9368 5.4229 -2.6886
H 4.4211 4.0468 -3.6982
H 5.0593 4.2116 -2.0711
H 2.0180 5.1842 -1.1689
H 0.2057 3.7694 -0.2877
H 1.8633 0.3697 -1.9629
H 3.7259 1.6588 -2.9284
C 2.0656 -0.0209 4.4083
N 2.4180 0.5342 3.0852
C 3.7723 1.0980 2.9112
C 1.5493 0.6162 2.1462
N 0.7591 0.6985 1.2934
H 2.8135 -0.7629 4.6792
H 1.0886 -0.4934 4.3616
H 2.0549 0.7803 5.1451
H 4.4997 0.3382 3.1888
H 3.8846 1.9699 3.5531
H 3.9205 1.3793 1.8722

Cartesian forces, eV/Å:
0.2 0.2 -0.2
0.0 0.0 0.0
0.1 -0.1 0.0
0.0 0.0 0.0
0.0 0.0 0.0
0.0 0.0 0.0
0.0 0.0 0.0
-0.1 0.1 0.0
0.2 -0.1 0.4
-0.1 0.1 -0.1
0.0 0.0 0.0
0.0 0.0 0.0
0.0 0.0 0.0
0.0 0.0 0.0
0.0 0.0 0.0
0.0 0.1 -0.1
0.0 0.0 0.0
0.0 0.0 0.0
0.0 0.0 0.0
0.0 0.0 0.0
0.0 0.0 0.0
0.0 0.0 -0.1
-0.1 0.0 0.1
0.0 0.0 0.0
0.0 0.0 0.0
0.0 0.0 0.0
0.0 0.0 0.0
0.0 0.0 0.0
0.0 0.0 0.0
0.0 0.0 0.0
0.0 0.0 0.0
0.0 0.0 0.0
0.0 0.0 0.0
0.0 0.0 0.0
0.0 0.0 0.0
0.0 0.0 0.0
0.0 0.0 0.0
0.0 0.0 0.0
0.0 0.0 0.0
0.0 0.0 0.0
0.0 0.0 0.0
0.0 0.0 -0.1
0.0 0.0 0.0
0.0 0.0 0.0
0.0 0.0 0.0
0.0 0.0 0.0
0.0 0.0 0.0
0.0 0.0 0.0
0.0 0.0 0.0
0.0 0.0 0.0
0.0 0.0 0.0
0.0 0.0 0.0
0.0 0.0 0.0
0.0 0.0 0.0
0.0 0.0 0.0
-0.2 -0.3 -0.1
0.0 0.0 0.0
0.0 0.0 0.0
0.0 0.0 0.0
0.0 0.0 0.0
0.0 0.0 0.0
0.0 0.0 0.0

---

Density functional theory data (wB97M-V/def2-TZVPD) for C27H29NO3P2Pm as an isolated structure at a distorted geometry.

Computed properties:
2S+1: 5
Calculated total energy: -2617.73339 hartree
ΔE to the lowest compared entry with this formula, charge and spin: 0.0 kcal/mol
E_LUMO (alpha / beta): -0.108 / -0.103 hartree
Net charge: +1

Cartesian coordinates (Å):
C -1.3465 -4.2592 0.9276
C -0.4822 -3.2337 0.5477
C -0.6862 -2.6269 -0.7224
C -1.6860 -3.0864 -1.5795
C -2.5695 -4.0770 -1.1576
C -2.3950 -4.6671 0.0963
C -1.8613 -2.3622 -2.9072
C -0.5301 -1.8322 -3.4202
C 0.4180 -1.4484 -2.4722
C 1.6840 -0.9450 -2.8799
C 1.9083 -0.7650 -4.2425
C 0.9173 -1.0613 -5.1837
C -0.3044 -1.5963 -4.7733
H -1.1938 -4.7451 1.8940
H -3.3825 -4.3731 -1.8238
H -3.0704 -5.4550 0.4265
H -2.2666 -3.0670 -3.6404
H 2.8791 -0.3831 -4.5690
H 1.1082 -0.8858 -6.2403
H -1.0955 -1.8393 -5.4877
N 0.0439 -1.4795 -1.1073
Pm -0.4026 0.3936 -0.1015
C 0.6161 -2.7530 1.4718
H 1.5637 -2.6233 0.9242
H 0.7661 -3.4651 2.2939
C 2.7431 -0.5847 -1.8575
H 2.8721 -1.3924 -1.1186
H 3.7034 -0.3837 -2.3506
P 0.2303 -1.0995 2.2492
P 2.2995 0.9377 -0.8914
C 2.3478 2.2256 -2.1898
H 1.8043 3.1005 -1.8066
H 3.3908 2.5034 -2.3942
H 1.8632 1.8863 -3.1130
C 3.8572 1.2993 -0.0256
H 4.6248 1.6081 -0.7489
H 3.6616 2.1198 0.6765
H 4.1944 0.4192 0.5366
C -1.2476 -1.4933 3.2494
H -0.9463 -1.8490 4.2437
H -1.8243 -0.5643 3.3585
H -1.8817 -2.2428 2.7618
C 1.4961 -1.0095 3.5528
H 1.4789 0.0097 3.9598
H 1.2709 -1.7248 4.3557
H 2.4923 -1.2071 3.1379
C -2.7974 -1.2386 -2.7282
O -2.6509 -0.2750 -1.9819
H -3.6017 -1.5260 -3.4330
O -1.8010 1.6047 1.3639
C -1.1553 2.7024 1.1262
O -0.3341 2.7402 0.1250
C -1.2725 3.8690 2.0237
C -0.2658 4.8381 2.0106
C -0.3189 5.9015 2.9126
C -1.3905 5.9976 3.8136
C -2.4004 5.0247 3.8155
C -2.3382 3.9499 2.9246
H 0.5548 4.7390 1.2981
H 0.4761 6.6492 2.9133
H -1.4330 6.8312 4.5192
H -3.2337 5.0996 4.5180
H -3.1000 3.1703 2.9196

Cartesian forces, eV/Å:
-0.2 -0.1 -0.2
-0.1 0.4 -0.5
0.0 0.2 0.5
-0.3 -0.2 0.3
0.3 -0.1 0.0
0.1 0.0 0.0
1.8 -1.0 0.5
0.1 0.3 -0.3
0.2 0.5 0.1
-0.5 -0.1 0.3
-0.2 0.0 -0.2
0.1 0.0 0.0
0.2 -0.2 0.1
-0.1 0.1 -0.3
0.2 -0.1 0.3
0.2 0.2 -0.1
-0.1 0.2 0.1
-0.3 -0.1 0.0
0.0 0.0 0.2
0.4 0.1 0.1
1.3 -1.7 -0.3
-1.6 1.0 -0.3
0.0 0.2 0.0
-0.3 -0.1 0.1
0.0 0.0 -0.2
-0.1 0.1 0.1
0.0 0.2 -0.3
-0.2 -0.2 0.1
0.2 -1.5 0.5
0.9 -0.3 -1.0
-0.2 0.4 0.1
0.2 -0.1 -0.2
-0.3 -0.1 -0.1
0.1 0.0 0.2
0.0 0.1 0.5
-0.2 -0.2 0.3
0.3 -0.2 -0.1
0.0 0.3 -0.1
-0.4 0.4 0.1
-0.1 0.0 -0.3
0.0 -0.3 0.1
0.1 0.2 0.0
0.3 0.5 0.0
0.1 -0.3 0.1
0.1 0.2 -0.3
-0.2 0.1 0.1
0.0 0.4 0.2
-0.4 -1.0 -0.9
-1.0 1.7 0.5
0.4 1.1 -0.1
0.2 -0.9 -0.6
-0.6 0.1 0.8
0.0 0.0 0.2
0.0 0.2 0.1
-0.2 -0.2 0.0
0.1 -0.2 -0.2
0.1 0.0 -0.1
0.1 0.3 0.2
-0.3 0.1 0.2
-0.3 -0.2 0.0
0.0 -0.3 -0.2
0.3 0.0 -0.2
0.2 0.2 0.0

---

Density functional theory data (wB97M-V/def2-TZVPD) for C27H30BrF7IrN6O3PS as an isolated structure at a distorted geometry.

Computed properties:
2S+1: 2
Calculated total energy: -5716.95389 hartree
ΔE to the lowest compared entry with this formula, charge and spin: 90.6 kcal/mol
E_LUMO (alpha / beta): -0.404 / -0.428 hartree
Net charge: +3

Cartesian coordinates (Å):
Ir -0.7073 0.6092 -0.1298
F -0.8351 -5.7906 3.6936
C -0.5388 -4.5748 3.3109
C 0.4615 -3.8444 3.9637
F 1.1200 -4.3694 4.9710
C 0.7595 -2.5546 3.5239
F 1.6854 -1.8395 4.1590
C 0.1198 -1.9724 2.4303
P 0.6729 -0.2982 1.8993
C 2.4506 -0.5672 1.5677
C 2.7496 -1.0225 0.2769
C 4.0562 -1.3287 -0.0622
C 5.0705 -1.1857 0.8779
C 4.7760 -0.7336 2.1561
C 3.4711 -0.4116 2.5027
C 0.4123 0.6633 3.4085
C -0.7555 0.4128 4.1470
C -1.0153 1.1464 5.2901
C -0.1366 2.1417 5.6982
C 1.0110 2.4085 4.9547
C 1.2757 1.6873 3.8030
C -0.8826 -2.7078 1.7981
Br -1.8586 -1.9723 0.3360
C -1.2144 -3.9891 2.2358
F -2.1596 -4.6606 1.6104
H 1.9326 -1.1393 -0.4318
H 4.2931 -1.6799 -1.0547
H 6.0881 -1.4345 0.6190
H 5.5613 -0.6588 2.8934
H 3.2660 -0.1041 3.5169
H -1.4507 -0.3485 3.8259
H -1.9039 0.9405 5.8676
H -0.3412 2.7118 6.5902
H 1.6920 3.1805 5.2743
H 2.1588 1.9130 3.2226
N -0.6516 2.7335 1.0355
C 0.2691 3.6756 0.4120
C 1.5603 2.9382 0.0835
N 1.2497 1.8498 -0.8607
H -1.6145 3.0494 0.9658
H -0.4399 2.5872 2.0195
H 0.4840 4.5297 1.0629
H -0.1922 4.0540 -0.5029
H 1.9804 2.4974 0.9900
H 2.2931 3.6302 -0.3428
H 2.0973 1.3199 -1.0512
H 0.9291 2.2788 -1.7266
C -1.1495 -1.6317 -2.9127
N -0.5765 -0.2696 -2.8537
C -1.5086 0.6032 -3.6062
N -1.6792 0.1294 -4.9537
C -2.2722 -1.1959 -4.9757
N -1.3288 -2.0526 -4.2771
C -0.0644 -2.0876 -4.9926
N 0.4729 -0.7346 -4.9702
C 0.6947 -0.2837 -3.6157
C -0.4308 0.1527 -5.6888
H -2.1207 -1.6106 -2.4131
H -0.4854 -2.3307 -2.4010
H -1.1269 1.6270 -3.6083
H -2.4744 0.5915 -3.0978
H -2.4170 -1.5393 -6.0025
H -3.2331 -1.1888 -4.4561
H -0.2204 -2.4184 -6.0224
H 0.6267 -2.7774 -4.5018
H 1.1183 0.7230 -3.6445
H 1.4058 -0.9516 -3.1226
H -0.5768 -0.2037 -6.7102
H -0.0308 1.1676 -5.7174
F -4.9786 2.0713 -2.2088
C -4.8270 1.9718 -0.8939
F -5.7756 1.2181 -0.3835
F -4.8345 3.1716 -0.3470
S -3.1727 1.1438 -0.6412
O -2.8706 1.0181 0.7832
O -3.2374 -0.1203 -1.3401
O -2.1755 2.0371 -1.2558

Cartesian forces, eV/Å:
4.2 4.4 4.3
0.0 0.1 0.0
0.2 0.5 -0.1
-0.2 0.1 -0.3
-0.1 0.1 0.0
-0.1 0.0 -0.2
0.0 -0.4 0.2
-0.4 0.2 -0.4
-0.4 -0.6 -0.4
-0.5 0.5 -0.6
-0.1 0.1 0.1
0.0 0.0 -0.1
-0.1 0.0 0.1
-0.1 -0.1 -0.1
0.0 0.0 0.2
-0.4 0.2 -0.5
0.2 0.1 -0.2
0.0 0.0 0.0
0.2 -0.1 -0.2
-0.2 0.0 0.1
0.0 0.0 -0.2
0.3 -0.2 0.3
0.2 -0.2 0.2
0.2 0.4 -0.2
-0.1 -0.2 0.0
0.1 -0.1 -0.1
0.0 -0.1 -0.1
0.1 0.0 0.0
0.0 0.1 0.1
-0.1 0.1 0.0
-0.1 -0.1 0.0
-0.1 0.0 0.0
0.0 0.0 0.1
0.1 0.1 0.0
0.1 0.0 0.0
-0.4 -2.1 -1.0
0.7 0.0 -0.5
-0.3 0.4 0.5
-1.4 -1.2 0.1
-0.1 -0.1 0.0
0.1 -0.3 0.1
-0.1 -0.1 0.0
0.0 0.0 0.1
0.1 0.0 -0.1
0.0 -0.2 0.0
-0.1 -0.2 0.0
0.1 -0.2 -0.1
-0.4 -0.1 0.4
0.1 -0.1 0.1
-0.6 0.8 0.8
0.7 -0.9 0.2
-1.7 -0.6 -0.6
-0.1 -0.1 -0.2
0.0 0.1 -0.1
1.1 0.1 -0.4
0.1 0.0 0.1
0.5 0.4 -0.8
0.2 -0.1 -0.2
0.0 0.0 0.0
0.0 -0.1 -0.2
0.3 0.0 -0.4
0.1 0.1 0.1
0.1 0.0 0.0
0.0 0.1 0.1
-0.1 0.1 0.0
0.0 0.0 0.0
-0.1 0.0 0.0
0.0 0.0 0.1
0.0 0.0 0.0
0.1 0.0 0.1
-0.2 0.0 -0.1
0.3 0.0 0.0
0.2 -0.1 0.1
-1.8 -0.4 -1.0
0.2 -0.5 0.5
-0.9 0.2 0.2
0.6 0.2 -0.2